# 1
Computed, not measured: a single C5H9NS molecule in a non-equilibrium geometry, with the ωB97M-V functional and the def2-TZVPD basis.

Values from the calculation:
SMILES = C[C@@H]1C(=S)CN1C
Relative energy (zero: lowest compared OMol25 entry of this formula, charge and spin) = 168.4 kJ/mol
Maximum force = 2.05 eV Å⁻¹
HOMO-LUMO gap = 8.66 eV
Highest occupied orbital energy = -0.318 Ha

Cartesian coordinates (Å):
C (1.605, -0.828, -0.590)
C (0.191, -0.358, -0.869)
C (-0.103, 0.809, 0.057)
S (0.469, 2.276, 0.216)
C (-1.050, -0.051, 0.839)
N (-0.963, -1.080, -0.255)
C (-0.878, -2.451, 0.222)
H (1.774, -1.812, -1.118)
H (1.659, -1.013, 0.502)
H (2.319, -0.067, -0.869)
H (0.112, -0.121, -1.926)
H (-2.125, 0.251, 0.972)
H (-0.543, -0.306, 1.781)
H (0.056, -2.649, 0.791)
H (-1.757, -2.704, 0.848)
H (-0.849, -3.160, -0.599)



# 2
Computed, not measured: a molecular structure, C5H9NaO5 in a non-equilibrium geometry, with the ωB97M-V functional and the def2-TZVPD basis.

Values from the calculation:
Relative energy (zero: lowest compared OMol25 entry of this formula, charge and spin) = 61.8 kJ/mol
Maximum force = 3.56 eV Å⁻¹
HOMO-LUMO gap = 6.59 eV
Highest occupied orbital energy = -0.296 Ha

Cartesian coordinates (Å):
C (-3.177, 1.080, 0.852)
C (-1.675, 0.912, 1.026)
O (-1.191, -0.321, 0.597)
Na (-2.217, -2.315, 0.525)
H (-3.496, 2.107, 1.086)
H (-3.471, 0.863, -0.187)
H (-3.713, 0.397, 1.528)
H (-1.408, 1.133, 2.082)
H (-1.183, 1.734, 0.458)
C (1.387, 0.012, -0.275)
C (1.321, -1.400, -0.849)
O (2.633, -1.710, -1.298)
C (3.287, -0.598, -1.700)
O (2.739, 0.479, -1.190)
O (4.059, -0.630, -2.628)
O (1.856, 0.038, 1.021)
H (0.789, 0.855, -0.636)
H (0.641, -1.448, -1.707)
H (1.026, -2.120, -0.076)
H (1.794, 0.932, 1.371)



# 3
Computed, not measured: 2 unconnected molecules or ions with the total composition C5H9O, with the ωB97M-V functional and the def2-TZVPD basis.

Values from the calculation:
Net charge = -1
Relative energy (zero: lowest compared OMol25 entry of this formula, charge and spin) = 90.6 kJ/mol
Maximum force = 0.83 eV Å⁻¹
HOMO-LUMO gap = 6.50 eV
Highest occupied orbital energy = -0.085 Ha

Cartesian coordinates (Å):
C (1.318, 2.215, -0.162)
O (1.042, 1.750, 1.095)
H (0.418, 2.585, -0.713)
H (2.032, 3.068, -0.114)
H (1.766, 1.457, -0.835)
C (-0.474, -2.637, -0.951)
C (-0.323, -1.701, 0.003)
C (-1.026, -0.442, 0.077)
C (-0.816, 0.418, 1.101)
H (-1.151, -2.560, -1.794)
H (0.136, -3.535, -0.910)
H (0.388, -1.905, 0.794)
H (-1.712, -0.233, -0.736)
H (-1.378, 1.339, 1.182)
H (-0.220, 0.182, 1.963)



Q: relative energy (zero: lowest compared OMol25 entry of this formula, charge and spin) of number 2 (C5H9NaO5)?
A: 61.8 kJ/mol



Copy entry 2 word for word.
Computed, not measured: a molecular structure, C5H9NaO5 in a non-equilibrium geometry, with the ωB97M-V functional and the def2-TZVPD basis.

Values from the calculation:
Relative energy (zero: lowest compared OMol25 entry of this formula, charge and spin) = 61.8 kJ/mol
Maximum force = 3.56 eV Å⁻¹
HOMO-LUMO gap = 6.59 eV
Highest occupied orbital energy = -0.296 Ha

Cartesian coordinates (Å):
C (-3.177, 1.080, 0.852)
C (-1.675, 0.912, 1.026)
O (-1.191, -0.321, 0.597)
Na (-2.217, -2.315, 0.525)
H (-3.496, 2.107, 1.086)
H (-3.471, 0.863, -0.187)
H (-3.713, 0.397, 1.528)
H (-1.408, 1.133, 2.082)
H (-1.183, 1.734, 0.458)
C (1.387, 0.012, -0.275)
C (1.321, -1.400, -0.849)
O (2.633, -1.710, -1.298)
C (3.287, -0.598, -1.700)
O (2.739, 0.479, -1.190)
O (4.059, -0.630, -2.628)
O (1.856, 0.038, 1.021)
H (0.789, 0.855, -0.636)
H (0.641, -1.448, -1.707)
H (1.026, -2.120, -0.076)
H (1.794, 0.932, 1.371)



Q: Which formula does entry 1 have?
A: C5H9NS



Q: Look up the relative energy (zero: lowest compared OMol25 entry of this formula, charge and spin) of the first one.
A: 168.4 kJ/mol